# 1
Density functional theory data (ωB97M-V/def2-TZVPD) for a cluster of 2 separate species, C8H9NO3 in total in a non-equilibrium geometry.

Structure (XYZ):
```
21
Properties=species:S:1:pos:R:3
C 0.428 1.851 -2.113
C -0.639 1.911 -1.186
C 1.437 0.967 -1.806
C -0.703 1.241 -0.007
C -0.461 -1.832 0.468
C 1.435 0.016 -0.647
C 0.347 0.293 0.374
C -1.586 -1.944 1.401
N 0.602 0.015 1.715
O 0.311 -2.467 -0.094
O -0.311 0.181 2.516
O 1.677 -0.520 2.037
H 0.251 2.282 -3.076
H -1.379 2.687 -1.378
H 2.176 0.548 -2.514
H -1.471 1.485 0.692
H 1.344 -0.902 -1.078
H 2.318 0.124 -0.034
H -1.411 -2.801 2.082
H -2.485 -2.027 0.625
H -1.881 -1.107 2.024
```

Summary:
ΔE to the lowest compared entry with this formula, charge and spin in kJ/mol: 653.4
Kohn-Sham gap (alpha / beta) in eV: 7.3 / 7.3

---

# 2
Density functional theory data (ωB97M-V/def2-TZVPD) for a cluster of 3 separate species, C8H9NO3S in total in a non-equilibrium geometry.

Structure (XYZ):
```
22
Properties=species:S:1:pos:R:3
C 0.509 2.177 1.096
C 1.065 1.571 2.241
C -0.557 1.562 0.405
C 0.581 0.288 2.544
C -2.117 -1.641 -2.560
C -0.978 0.263 0.784
C -0.423 -0.393 1.833
C 0.091 -2.128 -1.513
N -1.148 -2.189 -2.156
O -3.197 -1.272 -2.791
O 0.586 0.991 -2.505
O 2.314 0.441 -0.978
S 1.463 1.484 -1.472
H 0.760 3.243 0.867
H 1.947 1.819 2.813
H -1.163 2.330 -0.098
H 1.050 -0.419 3.304
H -1.599 -0.293 0.066
H -0.692 -1.402 1.954
H 0.979 -1.688 -2.036
H 0.094 -1.533 -0.589
H 0.435 -3.210 -1.206
```

Summary:
ΔE to the lowest compared entry with this formula, charge and spin in kJ/mol: 150.2
Kohn-Sham gap in eV: 8.8